This record from the Open Molecules 2025 dataset describes C59H48As2GaN3OSSe as an isolated structure. The level of theory is ωB97M-V/def2-TZVPD.

Its total energy is -318702.5365 eV. The spin multiplicity is 1. The LUMO energy comes out at -5.585 eV. As for the charge: +2.

Cartesian coordinates (Å):
H 1.1431 -3.8988 2.9483
C -3.6830 -0.1568 -1.8026
H 2.6764 -1.0690 -1.8646
H -0.0852 5.5674 3.5759
H 2.9432 0.7909 3.1487
C -4.9418 -0.3731 2.7367
H 2.0101 -0.9502 4.4706
H -2.5249 -1.7862 3.6157
C 0.8051 -4.7786 -0.6117
H -1.2139 3.5999 -2.7398
C 1.7734 -5.8160 -0.6624
H -4.9689 3.4565 2.2276
H -2.7691 0.4207 -1.7770
C 3.6367 1.8532 0.6597
C -2.5688 -3.9020 3.9870
C 4.5287 -2.0575 -2.3128
C 1.9899 -1.1330 3.3970
H -1.3688 5.3599 -1.0436
C 3.0054 -0.2086 2.7147
C -5.2703 -1.5887 -0.6661
H 4.2698 -4.2372 0.9917
H 5.6291 -0.9809 1.2353
C -0.3861 2.1316 -1.3880
C 5.2958 3.4245 1.4092
H -6.4586 -0.0385 4.2087
Se -1.2491 -3.3820 -0.8363
H -6.9494 -2.2276 -1.8263
H 5.2764 5.3380 0.4472
H 2.6419 -2.4089 1.0886
C -0.6185 -2.6911 3.2408
C 3.6581 -1.3471 -1.5019
H -3.6062 -3.9050 4.2967
C -6.0350 -1.6504 -1.8192
C -0.2320 0.2349 -4.6518
C -0.9593 4.3897 -0.7905
As 2.7754 0.1133 0.7738
C 3.1835 2.7818 -0.2717
H 0.2176 -1.1708 5.7677
H -4.9127 -1.4488 2.8702
H 2.2631 -2.1766 3.2489
H -5.5802 -2.1112 0.2320
C 2.9846 -5.6003 -0.0863
H 6.4828 -2.9205 -2.4814
C 0.1493 -1.0183 -4.1975
C -5.8080 1.7944 3.2932
C -0.2556 1.0444 -2.3797
C -4.1148 0.2311 1.8008
C -0.0495 4.8267 2.7890
C 3.2902 -4.3633 0.5483
C 0.1004 -3.8796 3.2351
H -0.7086 2.2375 -4.1269
C -4.9580 2.3836 2.3643
H -6.2156 -1.0419 -3.8663
C -5.8007 0.4194 3.4829
C -0.4975 4.1451 0.5198
H 1.5272 -6.7398 -1.1669
C 0.0874 -0.2296 -1.9098
As 0.1193 -0.9445 2.7843
C 5.3155 -1.2910 0.2448
C -1.9660 -2.7162 3.6029
H -6.4810 2.4084 3.8761
C 4.8210 4.3581 0.4988
C -4.1052 1.6013 1.6031
C -0.6985 0.0529 4.2506
H -1.8199 1.3712 2.9811
C 0.0051 2.8515 0.8010
H 6.1290 3.6660 2.0553
C -1.8376 -5.0819 3.9987
C 0.5031 3.5602 3.0514
C 0.5288 2.5954 2.0830
C -0.5286 5.1175 1.5424
C 4.7024 2.1748 1.4942
C -0.4428 -0.3357 5.5632
N -0.4093 -4.8624 -1.1304
C -0.5061 -5.0695 3.6132
O -1.8629 -0.0248 0.4640
H -0.9302 6.0974 1.3171
H 2.3845 2.5111 -0.9524
C 3.7687 4.0364 -0.3456
H 3.7368 -6.3769 -0.1040
C 5.7953 -2.3794 -1.8452
C -0.8815 3.4076 -1.7323
C 6.1864 -1.9996 -0.5692
H 4.2248 -2.3607 -3.3061
C -1.0487 0.3279 6.6168
C -4.4536 -0.2320 -2.9544
C -2.1890 1.7621 5.0592
Ga 0.1848 -0.2604 0.1068
H 3.4031 4.7650 -1.0571
C -4.1039 -0.8357 -0.6744
C 0.2935 -1.2444 -2.8345
C 4.0489 -0.9633 -0.2225
H 0.3385 -1.8195 -4.9002
C 1.1091 -3.5213 0.0397
N 0.1083 -2.6311 0.0449
C -5.6237 -0.9772 -2.9635
H -0.3578 0.4202 -5.7099
S -3.0962 -0.8577 0.8155
H -2.3796 1.9096 7.1891
C -1.5889 1.0909 4.0025
C -0.4335 1.2632 -3.7472
N 0.0153 1.8686 -0.1502
H -3.4421 2.0415 0.8676
H -2.3031 -6.0043 4.3187
H -2.8714 2.5782 4.8594
H 0.9135 3.3519 4.0312
H 5.0857 1.4498 2.2018
H 7.1769 -2.2421 -0.2076
H 0.5899 -2.2360 -2.5069
H -4.1335 0.2910 -3.8456
H 4.0155 -0.5743 2.9034
H 0.9549 1.6216 2.2794
C -1.9130 1.3866 6.3650
C 2.3898 -3.3440 0.6145
H -0.8540 0.0114 7.6327
H 0.0679 -5.9867 3.6171

***

This record from the Open Molecules 2025 dataset describes C59H48FN3O2P3Ti as an isolated structure at a distorted geometry. The level of theory is ωB97M-V/def2-TZVPD.

Its total energy is -124228.3182 eV. The spin multiplicity is 2. The LUMO energy (alpha / beta) comes out at 0.478 / 0.212 eV.

Cartesian coordinates (Å):
H -3.3802 0.4094 1.7038
H 2.7704 0.1422 0.1223
C -0.5762 0.0579 5.1307
H 0.4616 5.9540 -3.6457
C -3.4319 -0.2199 -1.8186
C -4.5354 -1.3453 1.5797
H 3.5128 2.9414 -2.3433
C 3.0077 2.4946 -3.1919
C 2.5709 -0.8638 -1.7706
H 3.1574 2.2895 -6.5670
C -2.8198 -0.0982 -6.8621
C -4.5533 -2.6809 1.2463
C -2.2449 -2.5850 0.6805
C 3.2864 -1.4837 4.1377
C -4.6439 -0.5886 -2.3813
H -2.8221 0.8547 -4.9341
H 1.2296 5.5416 -1.3250
H 6.2118 0.3401 -2.3943
H -6.5700 0.0950 -3.0500
H -0.3266 -2.0560 -8.0522
H 5.2465 -2.2869 4.4308
H -0.6696 -3.1767 -3.8570
H -3.4623 -4.3738 0.5362
C -2.1392 -1.2169 0.9920
H -3.9578 3.1083 -1.5163
N 0.7346 -0.3474 5.0042
C 3.4524 -2.4589 1.5583
N -0.1390 -0.5011 3.0076
C -1.4429 3.2528 -2.8891
P -1.5591 1.4772 -0.6641
C -1.0179 3.0034 -1.5835
C -0.8762 3.2504 2.9114
C 1.8583 1.7480 -2.9867
H -1.8319 -1.8770 -3.6647
H 0.6410 -1.4815 -5.8501
C -1.1078 -0.0467 3.8940
C -0.0533 3.8533 -1.0343
H 2.2790 -5.7661 -3.4171
C 0.0411 5.1402 -3.0679
H 5.0866 0.8243 -0.2369
H -2.0605 4.5562 4.1301
H -3.9927 3.0467 0.6243
H 3.4950 -2.8505 0.5507
N 0.1747 -1.3616 -3.0846
H 0.3110 3.6960 -0.0278
C 0.2810 1.5572 1.4019
H 1.1192 0.9946 -6.1987
C 2.2185 -1.2790 3.2588
C -3.1753 1.1037 -1.4579
C 5.1960 0.0067 -2.2203
H -2.6703 -0.9676 -1.6406
C 1.6527 1.3804 -5.3417
C 0.4702 4.9082 -1.7691
H -4.8287 -1.6270 -2.6291
C 2.8045 2.1281 -5.5548
C 3.2625 -0.1458 -0.7973
C -2.2630 0.2372 -5.6305
C 1.9002 -5.2961 -2.5172
C 1.6164 -3.9398 -2.5226
C -0.8502 2.4717 1.7596
C -3.3401 -0.6441 1.4499
Ti -0.1792 -0.3684 0.9198
C 3.1950 -1.0828 -2.9989
C -1.9582 2.3930 0.9113
H 1.9352 -7.1043 -1.3552
C -0.9257 4.3136 -3.6217
C -0.9528 -2.3397 -3.2197
H -1.2737 4.4832 -4.6334
C 1.7016 -6.0470 -1.3664
C -2.1171 -0.9094 -7.7390
C -4.1486 2.0631 -1.7276
C 1.2049 -5.4243 -0.2331
H -6.1085 2.4624 -2.4992
H -1.3872 -3.1177 0.2899
C -5.6194 0.3748 -2.6124
C -2.0248 3.9444 3.2366
H -1.2654 -2.7466 -2.2556
C 1.1837 1.1441 -4.0485
O 1.4566 1.7825 1.6759
C -3.1440 3.8585 2.4071
P -0.3616 0.2391 -3.6200
H 4.4018 3.2426 -4.6463
H 1.4075 -0.4027 5.7461
C -1.0041 -0.2298 -5.2706
C 4.5687 0.2737 -1.0135
H 0.5649 -3.6079 0.6638
H 5.3735 -3.1968 2.1164
C -3.4213 -3.3217 0.7939
H -2.1865 2.6131 -3.3461
H -2.5437 -1.1684 -8.7007
H -2.1125 0.1602 3.5730
C 4.4953 -2.6514 2.4397
C 1.1336 -3.2883 -1.3846
O 1.3415 -1.5108 1.0618
C -0.8677 -1.4054 -7.3760
H 1.7701 -3.3827 -3.4367
C 4.4260 -2.1487 3.7388
F -5.7085 -3.3783 1.3636
C 4.4953 -0.6563 -3.2218
C 3.4949 2.6731 -4.4802
C 0.9691 -0.6815 3.7193
H -5.4421 -0.8633 1.9267
H 1.4866 1.6301 -1.9754
C 2.3159 -1.7382 1.9408
H 1.0343 -5.9941 0.6724
C -3.1108 3.1014 1.2468
H 3.2253 -1.1285 5.1609
C -5.3634 1.7020 -2.2980
H -3.8060 0.2626 -7.1252
C -0.3196 -1.0738 -6.1470
H 4.9574 -0.8313 -4.1862
H -1.0029 0.3700 6.0677
H 0.0063 3.2908 3.5396
C 0.9272 -4.0615 -0.2421
H 2.6436 -1.5443 -3.8066
H -4.0499 4.3919 2.6704
P 0.8353 -1.4398 -1.4527

***

This record from the Open Molecules 2025 dataset describes C59H51As2GeN4OSTc as an isolated structure at a distorted geometry. The level of theory is ωB97M-V/def2-TZVPD.

Its total energy is -261238.7961 eV. The spin multiplicity is 2. The LUMO energy (alpha / beta) comes out at -3.299 / -3.328 eV. As for the charge: +1.

Cartesian coordinates (Å):
C -4.1690 -2.4821 2.0336
C 3.1503 2.4417 0.1082
C 1.1963 -4.1668 -1.3343
C 0.3803 -2.5688 -4.1711
C 1.1462 -5.2203 -2.2474
C -1.6531 -2.2269 5.7466
H -6.2445 -2.9381 2.3139
C -5.9687 -1.2409 1.0229
H -3.3052 -2.0696 -5.2265
H 1.3811 4.9661 -2.9760
C -3.2415 -1.6419 1.4157
C -2.2707 -2.2020 -4.9312
As -1.3351 -1.9458 1.5585
H -5.3925 0.4029 -0.2349
H 1.4715 -3.4912 5.3838
C -1.7792 2.7481 1.8487
C 2.0519 2.8908 -0.6336
C 5.5378 1.6754 -3.9132
C -1.1715 2.0129 0.8337
C -1.4430 4.6884 -4.8258
C 4.0231 0.5155 -5.3850
H 3.9068 -5.1339 0.4566
H -2.9775 0.0358 0.1027
C 2.1873 -4.1417 -0.3588
C -1.9322 -1.9311 4.4186
C -2.6445 3.0220 -0.7862
C 1.5237 0.3927 2.3741
H -2.1346 5.2975 -5.3980
H 6.5450 1.9837 -3.6569
H -0.2747 0.0568 4.5158
H -0.0670 0.0960 -2.7273
H 2.8413 4.4386 2.8321
H -1.4967 -1.8718 -6.9060
C -0.4374 -2.8008 6.0935
C -3.2644 3.7432 0.2240
O 2.6679 -1.2274 -1.8220
C 1.6704 -0.6385 -1.8158
N 0.5182 1.2729 2.1482
C 0.3307 3.1152 -3.3389
C -5.0517 -0.4104 0.3969
H 4.6474 2.6444 -2.2172
H -2.8736 -1.4677 4.1561
H 0.8791 5.2265 1.5432
N 2.3950 0.5376 3.3762
C -1.1817 1.2327 6.0461
C 0.5144 -3.0621 5.1136
C -2.8242 3.6044 1.5388
C -1.6034 2.1566 -0.4790
C -0.3533 5.2783 -4.1953
C -5.5272 -2.2815 1.8360
H 3.8253 -6.9955 -1.1759
H -2.4873 2.8517 -5.2284
C -0.6371 -2.6730 -3.2235
H 2.1052 3.2271 6.1320
H -3.2994 4.1714 2.3311
H -0.3588 -4.2434 1.1983
C 3.1712 1.6425 -3.4241
H -1.5695 -4.8619 -0.9221
C -1.3301 -3.8120 0.9655
C -1.6073 -3.8531 -0.5250
C 0.0685 -2.2836 -5.4937
C 0.7307 0.3236 -2.0255
C 5.3149 0.9136 -5.0523
H 1.4138 -2.7197 -3.8821
H -2.0924 0.6441 6.0329
C -3.6901 -0.6147 0.5909
C 1.2421 3.9025 -0.1106
C -1.9609 -2.4783 -3.6048
As -0.1787 -2.8050 -1.3559
H 4.2948 2.6486 1.9113
H 0.2720 3.8125 7.6718
H 3.0426 1.6612 4.7844
C 0.1391 3.0011 6.9665
C 2.9563 0.8800 -4.5747
C 2.6195 4.0014 1.8636
H -1.0913 1.6253 -1.2722
C 0.5297 4.4961 -3.4589
H -0.1892 6.3476 -4.2783
C 3.0839 -6.2054 -1.2163
H -2.3872 -2.0049 6.5125
H -7.0318 -1.0815 0.8797
C 0.2401 -2.7686 3.7855
H 2.0476 -7.0535 -2.8984
N -0.1127 1.0710 1.0719
C -0.9932 -2.2196 3.4372
H 3.7886 1.6528 -0.2778
C 2.0902 -6.2364 -2.1869
H 0.9914 -2.9466 3.0269
H -2.5827 -3.4266 -0.7540
H -0.9318 1.4635 -3.9345
C 3.4369 3.0027 1.3478
S 1.8995 -0.8920 1.2519
H -4.0829 4.4153 -0.0077
C -1.0490 2.2889 6.9384
H -2.0772 -4.3513 1.5403
C -1.2562 -2.0974 -5.8740
H -1.8549 2.5386 7.6166
H -2.7574 -2.5452 -2.8741
C -0.7599 2.5347 -3.9876
H 0.3752 -5.2457 -3.0057
Ge 1.6363 2.0903 -2.3378
H 0.3846 4.2601 -0.6736
C 1.5202 4.4496 1.1374
C 4.4683 2.0402 -3.0997
C 1.0242 1.6359 5.1862
H 2.2314 -3.3268 0.3484
C -1.6435 3.3166 -4.7266
H -0.2282 -3.0396 7.1300
H -2.9508 3.1459 -1.8189
H 3.8543 -0.0785 -6.2758
H 0.8616 -2.2064 -6.2288
C -0.1579 0.9021 5.1712
H 1.9485 0.5735 -4.8449
H -3.8317 -3.2929 2.6645
C 3.1310 -5.1621 -0.3008
Tc 0.0344 -0.6112 -0.0937
N 2.1744 1.3410 4.3941
C 1.1710 2.6719 6.1021
H -1.4318 2.6347 2.8666
H 6.1456 0.6373 -5.6892

***

This record from the Open Molecules 2025 dataset describes C59H52F9N4O3P2S2Sc as an isolated structure at a distorted geometry. The level of theory is ωB97M-V/def2-TZVPD.

Its total energy is -159546.2045 eV. The spin multiplicity is 1. The LUMO energy comes out at 4.053 eV. As for the charge: -2.

Cartesian coordinates (Å):
C 0.0499 -3.4495 -6.1781
H -0.3485 -6.5683 -0.0963
N 0.5917 -0.0896 2.1065
H 2.0739 -3.3607 -5.4641
C 2.6095 0.7731 -2.8045
C 0.3667 1.3335 -4.2860
C 0.4329 5.1525 2.2938
H 5.3776 -1.8584 -0.1378
C 1.2315 -2.4769 2.1131
H 2.3331 -0.6955 -4.3414
H 2.2496 6.2929 2.4061
C 3.2869 -1.9128 0.3513
C -0.9959 1.0744 -6.2609
C -1.1726 -0.4978 5.5536
C 4.4098 -0.2961 -4.0222
H -1.5207 1.1647 6.9024
H -5.5516 -2.0173 2.3915
C -0.6133 -2.0833 -3.8355
C 2.3893 -0.9269 0.7071
F -4.0187 3.8495 -3.5526
F -4.7273 1.7241 -0.1621
H -1.4345 0.1951 -4.3625
N -1.9754 2.4338 1.8156
H -0.9058 -1.7871 3.8378
H -5.3484 0.4830 2.6351
C 0.0138 -1.0427 6.3517
C 1.1318 1.1920 6.2241
C -0.0469 1.7191 5.4094
C -3.2257 1.9861 2.1261
H -0.6383 1.8630 3.3525
H -1.5985 -1.9691 0.7430
H -1.8648 0.6403 -6.7413
C -2.9557 3.1743 -3.0278
N 0.5992 2.9670 1.3527
C 2.5503 4.3191 1.5962
S -3.0009 -0.8895 -2.2407
H -2.6186 -5.7706 -0.7024
C -2.9743 4.3391 -0.7892
C 1.1923 2.2079 -4.9953
C -1.2713 -3.1174 -5.9105
H -0.1623 2.7962 5.5761
H -0.2181 5.8978 2.7271
O -2.1756 4.4958 2.8993
C -2.4708 -1.4702 1.1412
H 0.1324 -2.1155 6.1618
H 2.4798 0.0668 0.2812
C -3.5757 -2.1881 1.5533
C 0.1157 -0.2179 -1.5130
H -0.3617 2.1557 -8.0026
H -0.1653 -0.9143 7.4265
C 3.5651 1.5250 -2.1247
O -4.1426 2.5620 2.6837
H 2.2235 -4.8210 3.4702
H 2.1369 -0.6981 6.5014
C 4.4158 -1.6361 -0.6087
C 0.4038 -3.3807 -0.9738
C 0.3532 -0.0212 3.5696
F -5.4812 3.4736 -1.1934
H 4.4164 -0.5971 -0.9283
C -1.5756 3.6627 2.2425
H -2.1775 1.3968 5.2730
H 4.3305 -2.2653 -1.4987
C 1.2859 -0.3002 5.9343
C 1.3569 -1.1421 1.6582
C -3.3993 0.5151 1.7970
H 1.1065 1.9936 3.5986
F -5.0535 1.6690 -2.2913
H 1.4707 -2.1773 -3.3774
C 0.7060 -2.4321 -4.1010
C 1.0387 -3.1034 -5.2680
H -2.6262 -2.1577 -4.5316
F -3.4506 5.3708 -1.5316
C 4.9203 1.3790 -2.3902
C -0.1578 1.9206 -6.9642
C 0.9331 2.4972 -6.3222
H 3.6198 4.4174 1.4665
H 5.6418 1.9909 -1.8602
C -3.1056 2.9199 -1.4800
C -0.9410 -0.7157 4.0539
C -1.6010 -2.4373 -4.7469
H 0.3947 -2.7468 2.7470
H 2.4647 2.3233 0.8020
C -1.9393 -3.8131 -1.2569
H 1.5835 3.1764 -6.8617
H 3.2215 2.2624 -1.4119
H 0.3079 -3.9708 -7.0928
C 1.7880 5.3552 2.1212
C -0.7385 0.7935 -4.9247
H 2.7130 -5.5391 1.9317
H -2.0495 -3.3896 -6.6151
P 0.7702 1.0399 -2.5027
F -1.8632 3.8969 -3.3139
H -2.9188 -3.4562 -1.5529
C -1.7649 -5.1067 -0.7892
H -1.7846 -0.2984 3.5027
C 0.5859 -4.6893 -0.5469
C 2.0106 -4.8446 2.3972
H 3.9169 -3.9502 0.6653
H 1.5783 -5.0272 -0.2779
C -0.8587 -2.9380 -1.3500
S 0.6911 2.8494 -1.6484
C 5.3490 0.4620 -3.3380
C 1.9106 3.1547 1.2198
C -4.6050 2.4364 -1.2823
C 0.2018 1.4712 3.9205
C -4.5612 -0.1216 2.2093
C -1.3272 0.9980 5.8354
H -3.5840 -3.2648 1.4526
C 3.0569 -0.1352 -3.7622
C 2.1444 -3.4692 1.7917
H 4.7356 -1.0076 -4.7727
H 1.2373 -2.6879 -1.0052
F -2.8707 2.0245 -3.6938
P -1.0658 -1.2941 -2.2021
F -1.6828 4.6111 -0.5618
C 1.5376 -0.5237 4.4394
C -4.6576 -1.4942 2.0737
H 2.4405 0.0114 4.1238
N -2.3852 -0.1455 1.2391
C -0.4944 -5.5519 -0.4470
O -2.2209 2.0560 -1.0008
H 2.0315 2.6733 -4.4926
C -0.1205 3.9364 1.9104
H 6.4063 0.3427 -3.5460
H 0.9673 1.3648 7.2952
Sc -0.7068 1.1541 0.2565
H 1.7243 -1.5815 4.2803
H 0.9983 -5.2353 2.2675
H 2.0493 1.7169 5.9365
C 3.1868 -3.1870 0.9228
F -3.6089 4.3908 0.3878
H -2.0883 -1.0211 5.8544